Record 1
The following is a DFT calculation (the ωB97M-V functional and the def2-TZVPD basis) of a structure of composition C3H6S2.

As for the energy above the lowest of the compared OMol25 structures with the same formula, charge and spin: 85.26 kJ/mol. Its charge is 0. The value obtained for the gap between HOMO and LUMO is 9.73 eV.

Geometry as XYZ:
```
11
C3H6S2 (the ωB97M-V functional and the def2-TZVPD basis)
S -1.91 -0.03 0.00
S 2.09 0.02 -0.04
C -0.54 1.17 0.03
C 0.34 0.03 -0.44
C -0.42 -1.12 0.00
H -0.52 -1.96 -0.71
H 1.91 -0.11 1.26
H -0.28 1.36 1.08
H 0.20 0.04 -1.53
H -0.17 -1.45 0.99
H -0.69 2.03 -0.65
```


Record 2
The following is a DFT calculation (the ωB97M-V functional and the def2-TZVPD basis) of a cluster of 11 separate species, C37H63ClF12N11O13S4 in total.

As for the energy above the lowest of the compared OMol25 structures with the same formula, charge and spin: 0.00 kJ/mol. Its charge is +1. The value obtained for the gap between HOMO and LUMO is 3.66 eV.

Geometry as XYZ:
```
141
C37H63ClF12N11O13S4 (the ωB97M-V functional and the def2-TZVPD basis)
Cl 6.41 -3.23 -1.65
S 1.60 1.47 -3.65
S -3.69 -2.63 2.99
S 3.70 2.91 1.98
S 2.88 -6.77 2.42
F 3.61 3.02 -4.20
F 3.98 -4.81 3.89
F -2.64 -3.32 0.63
F -4.49 -2.16 0.44
F 6.28 2.61 2.50
F 5.00 -5.21 1.97
F 5.23 -6.55 3.64
F 2.11 2.85 -5.78
F 5.89 4.10 0.95
F 5.55 4.56 3.02
F -4.59 -4.19 1.07
F 3.53 1.27 -5.47
O -2.88 -1.42 2.98
O 1.00 2.61 -2.98
O -2.97 -3.76 3.55
O 0.62 0.81 -4.55
O 2.27 -7.22 3.64
O 3.54 -7.82 1.64
O 3.62 2.61 0.55
O 3.73 1.78 2.89
O 2.02 -5.77 1.76
O -4.21 -1.07 -3.79
O -5.05 -2.43 3.46
O 2.78 3.97 2.39
O 2.26 0.52 -2.76
N 5.39 -7.36 -0.89
N -1.97 3.69 -6.75
N 0.31 0.95 0.28
N -5.31 0.31 6.56
N 1.13 -1.00 -0.15
N -3.98 1.28 5.14
N 3.35 -7.06 -1.64
N -0.83 6.26 1.72
N -2.40 -2.22 -4.67
N -2.62 3.52 -4.66
N 1.19 6.95 1.84
C 0.22 2.37 0.52
C 0.53 7.83 1.02
C -3.05 -1.30 -3.68
C -1.60 -1.49 -5.72
C -7.53 -0.75 6.60
C -3.20 3.75 -3.35
C 3.65 -8.40 -1.77
C 1.41 0.31 -0.13
C 0.35 6.02 2.31
C -3.60 1.97 3.92
C 2.58 6.98 2.25
C -0.73 7.37 0.92
C -1.90 4.12 -8.17
C 2.81 2.18 -4.84
C 4.34 -5.74 3.02
C 4.46 -6.45 -1.20
C 2.03 -2.01 -0.71
C -2.14 4.05 -2.29
C 2.10 -6.39 -1.83
C -0.67 0.04 0.58
C -1.30 2.62 -6.20
C -2.21 -0.85 -2.53
C 5.48 3.58 2.09
C -4.13 -0.38 6.56
C -6.47 0.06 7.39
C -2.83 4.15 -5.84
C -1.69 2.55 -4.92
C -3.84 -3.10 1.16
C -3.27 0.24 5.69
C -2.06 5.49 1.88
C -5.17 1.35 5.72
C 4.86 -8.59 -1.23
C -0.15 -1.18 0.21
C 7.77 -7.89 -0.75
C -2.64 5.76 3.29
C 2.97 -2.77 0.23
C 6.64 -6.95 -0.27
H -0.61 2.00 -6.75
H 1.04 2.62 1.19
H 7.64 -8.94 -0.48
H -1.47 -1.59 -2.21
H 2.35 -3.49 0.78
H -1.63 3.28 -8.80
H -3.10 -2.81 -5.13
H -1.24 -2.19 -6.47
H 1.72 -6.42 -2.86
H -6.84 1.00 7.79
H -4.41 2.64 3.64
H 3.04 7.97 2.13
H 1.34 -2.76 -1.12
H -2.61 2.44 4.00
H -2.06 5.26 4.06
H 1.38 -6.93 -1.21
H -2.30 -0.83 -6.23
H -3.89 2.93 -3.15
H -8.14 -0.07 6.00
H -4.11 -1.23 7.22
H -1.13 4.89 -8.15
H -2.67 6.83 3.49
H -1.81 -2.84 -4.11
H -2.54 4.45 -1.36
H 5.48 -9.45 -1.07
H 2.66 7.01 3.34
H -1.56 0.43 1.03
H 3.78 -3.27 -0.29
H 2.31 0.81 -0.48
H -0.87 -0.79 -5.30
H -7.04 -1.46 5.95
H 6.71 -5.87 -0.45
H -3.59 5.22 3.37
H -2.88 4.46 -8.50
H 2.89 -9.14 -1.99
H 1.14 8.63 0.63
H 3.16 6.28 1.66
H -0.72 2.62 1.01
H -1.40 1.88 -4.13
H -0.61 -2.15 0.20
H 0.29 2.96 -0.39
H -5.97 2.06 5.59
H -1.47 4.80 -2.69
H 0.51 5.26 3.06
H -1.54 7.64 0.26
H -2.78 5.78 1.11
H 6.55 -6.93 0.82
H -8.27 -1.13 7.30
H -2.91 -0.72 -1.71
H 7.88 -7.67 -1.81
H 4.56 -5.41 -0.94
H -6.19 -0.49 8.29
H -2.31 0.00 5.29
H 3.39 -2.13 1.00
H -1.55 3.17 -2.04
H -3.42 1.24 3.13
H -1.61 0.03 -2.78
H 2.56 -1.57 -1.56
H 8.68 -7.58 -0.24
H -3.89 4.60 -3.41
H -3.55 4.96 -5.91
H 2.14 -5.36 -1.49
H -1.89 4.44 1.65
```


Number 1 is which compound?
C3H6S2


Which of these has the highest charge?
C37H63ClF12N11O13S4


gap between HOMO and LUMO of number 2 (C37H63ClF12N11O13S4)?
3.66 eV